Molecular formula: C21H22N5O2PdS2
Method: DFT, wB97M-V/def2-TZVPD

## Properties
Energy above the lowest of the compared OMol25 structures with the same formula, charge and spin (eV): 3.865
Gap between HOMO and LUMO (hartree): 0.1690
HOMO level (eV): -3.483

```
! wB97M-V def2-TZVPD RIJCOSX def2/J DEFGRID3
* xyz -1 1
Pd 0.51 0.25 0.00
S -0.76 0.49 2.17
C -0.40 -1.04 2.91
C -1.26 -1.54 3.89
C -1.03 -2.75 4.53
C -1.96 -3.24 5.46
N -2.76 -3.64 6.18
C 0.14 -3.50 4.20
C 0.98 -3.02 3.19
C 0.74 -1.83 2.53
S 1.76 -1.40 1.20
C 0.42 -4.70 4.86
N 0.66 -5.69 5.39
H -2.13 -0.96 4.15
H 1.85 -3.60 2.92
C -3.88 -1.71 -0.21
C -2.70 -0.72 -0.23
N -1.50 -1.40 -0.68
C -1.65 -1.74 -2.08
C -2.92 -2.61 -2.27
N -3.44 -2.94 -0.91
C -2.38 -3.61 -0.12
C -1.26 -2.58 0.11
H -4.76 -1.31 -0.73
H -4.16 -1.98 0.80
H -2.50 -0.29 0.77
H -2.88 0.12 -0.91
H -0.76 -2.27 -2.40
H -1.71 -0.80 -2.63
H -2.69 -3.54 -2.79
H -3.70 -2.08 -2.81
H -4.23 -3.58 -1.01
H -2.02 -4.48 -0.67
H -2.81 -3.95 0.83
H -0.27 -2.98 -0.15
H -1.21 -2.28 1.16
O 0.18 2.46 -0.68
N -0.64 1.53 -0.81
O -1.35 1.31 -1.82
C 1.52 -0.26 -1.83
C 2.82 0.35 -1.70
C 3.06 1.67 -2.14
C 4.32 2.21 -2.09
C 5.40 1.47 -1.62
C 5.18 0.18 -1.15
C 3.92 -0.37 -1.19
H 1.55 -1.35 -1.88
H 0.89 0.20 -2.61
H 2.23 2.25 -2.51
H 4.49 3.22 -2.44
H 6.40 1.90 -1.62
H 6.00 -0.40 -0.75
H 3.75 -1.37 -0.82
*
```

Computed Löwdin charges, given in elementary charges:
1. Pd 0.52
2. S 0.61
3. C -0.74
4. C -0.09
5. C -0.22
6. C -0.22
7. N 0.14
8. C -0.21
9. C -0.08
10. C -0.72
11. S 0.62
12. C -0.22
13. N 0.14
14. H 0.11
15. H 0.11
16. C -0.07
17. C -0.18
18. N -0.18
19. C -0.15
20. C -0.07
21. N -0.11
22. C -0.06
23. C -0.16
24. H 0.13
25. H 0.13
26. H 0.04
27. H 0.11
28. H 0.12
29. H 0.11
30. H 0.13
31. H 0.13
32. H 0.19
33. H 0.13
34. H 0.13
35. H 0.11
36. H 0.09
37. O -0.11
38. N -0.50
39. O -0.15
40. C -0.23
41. C -0.34
42. C -0.06
43. C -0.11
44. C -0.13
45. C -0.11
46. C -0.10
47. H 0.04
48. H 0.04
49. H 0.10
50. H 0.09
51. H 0.08
52. H 0.09
53. H 0.07



Molecular formula: C21H22N6O5OsSe
Method: DFT, wB97M-V/def2-TZVPD

## Properties
Energy above the lowest of the compared OMol25 structures with the same formula, charge and spin (eV): 0.619
Gap between HOMO and LUMO (spin up / spin down) (hartree): 0.2052 / 0.2053
HOMO level (spin up / spin down) (eV): -14.094 / -14.096

```
! wB97M-V def2-TZVPD RIJCOSX def2/J DEFGRID3
* xyz 2 1
Os 0.03 -0.02 -0.70
O -0.31 -1.38 6.62
C 0.25 -0.24 6.20
O 0.88 0.45 6.93
C 0.09 0.13 4.74
C 0.03 -0.81 3.72
C 0.02 -0.39 2.41
C 0.08 0.97 2.09
C 0.13 1.91 3.11
C 0.14 1.48 4.43
N 0.10 1.28 0.72
C 0.29 2.60 0.19
C -0.23 2.55 -2.07
C -0.24 3.55 -3.03
C 0.37 3.28 -4.24
C 0.94 2.03 -4.46
C 0.87 1.07 -3.48
N 0.29 1.32 -2.29
H -0.86 -1.80 5.95
H 0.01 -1.88 3.94
H -0.03 -1.13 1.60
H 0.16 2.98 2.91
H 0.21 2.20 5.24
H 0.14 3.43 0.87
H -0.67 4.51 -2.79
H 0.42 4.04 -5.00
H 1.43 1.80 -5.39
H 1.28 0.08 -3.63
N 2.16 0.19 -0.51
C 2.71 1.58 -0.42
C 1.73 2.76 -0.37
O 2.09 3.84 -0.72
O -0.72 2.73 -0.83
H 2.43 -0.31 0.33
H 2.61 -0.30 -1.28
H 3.35 1.78 -1.28
H 3.34 1.67 0.47
N -4.18 -0.02 -0.69
C -2.98 -0.07 -1.25
N -2.86 0.00 -2.57
O -1.97 -0.20 -0.48
H -5.02 0.10 -1.22
H -4.25 -0.03 0.32
H -3.66 0.06 -3.18
H -1.95 -0.08 -2.99
Se 0.31 -1.77 -2.28
C 0.21 -3.38 -1.27
C -0.70 -3.51 -0.22
C -0.77 -4.73 0.43
N 0.00 -5.77 0.11
C 0.87 -5.63 -0.88
C 1.01 -4.45 -1.61
H -1.35 -2.69 0.07
H -1.47 -4.89 1.24
H 1.49 -6.49 -1.11
H 1.73 -4.39 -2.42
*
```

Computed Löwdin charges, given in elementary charges:
1. Os 1.28
2. O 0.15
3. C -0.48
4. O 0.17
5. C -0.10
6. C 0.01
7. C -0.02
8. C -0.25
9. C 0.03
10. C 0.03
11. N -0.12
12. C -0.23
13. C -0.34
14. C 0.07
15. C 0.02
16. C 0.00
17. C -0.14
18. N -0.05
19. H 0.11
20. H 0.13
21. H 0.09
22. H 0.12
23. H 0.14
24. H 0.17
25. H 0.15
26. H 0.14
27. H 0.13
28. H 0.04
29. N -0.09
30. C -0.07
31. C -0.31
32. O 0.18
33. O 0.04
34. H 0.12
35. H 0.09
36. H 0.14
37. H 0.15
38. N 0.24
39. C -0.57
40. N 0.23
41. O -0.20
42. H 0.14
43. H 0.14
44. H 0.14
45. H 0.07
46. Se 0.86
47. C -0.60
48. C -0.13
49. C -0.12
50. N 0.09
51. C -0.10
52. C -0.10
53. H 0.08
54. H 0.12
55. H 0.12
56. H 0.11



Molecular formula: C21H22N7O6Rb
Method: DFT, wB97M-V/def2-TZVPD

## Properties
Energy above the lowest of the compared OMol25 structures with the same formula, charge and spin (eV): 0.154
Gap between HOMO and LUMO (hartree): 0.3121
HOMO level (eV): -9.297

```
! wB97M-V def2-TZVPD RIJCOSX def2/J DEFGRID3
* xyz 0 1
Rb 0.39 -0.30 0.81
N -0.11 -0.85 3.83
C 0.35 -2.19 4.19
C 1.83 -2.20 4.60
C 2.85 -2.23 3.47
N 2.70 -1.11 2.54
H 0.00 -0.23 4.63
H -1.10 -0.86 3.63
H 0.21 -2.84 3.32
H -0.24 -2.63 5.01
H 2.01 -3.09 5.22
H 2.02 -1.35 5.25
H 2.72 -3.16 2.90
H 3.85 -2.28 3.92
H 3.54 -0.99 1.98
H 2.57 -0.24 3.06
C 5.12 -2.80 -1.94
C 3.77 -3.01 -2.16
C 2.87 -1.97 -1.95
C 3.35 -0.75 -1.49
C 4.70 -0.53 -1.28
C 5.59 -1.57 -1.51
N 2.34 0.26 -1.27
N 2.69 1.16 -0.50
C 1.65 2.15 -0.31
C 0.97 2.68 -1.40
C 0.03 3.66 -1.13
C -0.19 4.04 0.18
C 0.53 3.42 1.18
N 1.46 2.49 0.95
H 5.82 -3.61 -2.11
H 3.41 -3.97 -2.51
H 1.81 -2.09 -2.14
H 5.05 0.44 -0.94
H 6.65 -1.41 -1.35
H 1.18 2.32 -2.39
H -0.53 4.11 -1.94
H -0.93 4.80 0.43
H 0.37 3.68 2.22
O -1.80 -1.02 -0.26
C -2.19 0.17 -0.29
O -1.67 1.16 0.28
C -3.42 0.45 -1.14
C -3.86 1.76 -1.32
C -4.96 2.00 -2.12
C -5.66 1.00 -2.75
C -5.20 -0.29 -2.55
C -4.10 -0.59 -1.76
N -5.92 -1.40 -3.21
O -5.50 -2.52 -3.05
O -6.87 -1.11 -3.92
N -5.40 3.40 -2.31
O -6.40 3.58 -2.97
O -4.72 4.28 -1.82
H -3.33 2.56 -0.83
H -6.52 1.21 -3.37
H -3.76 -1.60 -1.63
*
```

Computed Löwdin charges, given in elementary charges:
1. Rb 1.10
2. N -0.05
3. C -0.28
4. C -0.20
5. C -0.29
6. N -0.06
7. H 0.07
8. H 0.07
9. H 0.11
10. H 0.11
11. H 0.11
12. H 0.11
13. H 0.11
14. H 0.11
15. H 0.06
16. H 0.06
17. C -0.08
18. C -0.07
19. C -0.02
20. C -0.26
21. C -0.03
22. C -0.07
23. N 0.01
24. N 0.06
25. C -0.41
26. C -0.01
27. C -0.05
28. C -0.05
29. C -0.13
30. N 0.08
31. H 0.11
32. H 0.11
33. H 0.12
34. H 0.11
35. H 0.11
36. H 0.11
37. H 0.12
38. H 0.11
39. H 0.11
40. O -0.20
41. C -0.72
42. O -0.17
43. C -0.08
44. C 0.08
45. C -0.11
46. C 0.08
47. C -0.11
48. C 0.08
49. N -0.35
50. O 0.09
51. O 0.08
52. N -0.35
53. O 0.08
54. O 0.08
55. H 0.13
56. H 0.13
57. H 0.13



Molecular formula: C21H23AlI2N5O5P
Method: DFT, wB97M-V/def2-TZVPD

## Properties
Gap between HOMO and LUMO (hartree): 0.2771
HOMO level (eV): -8.316

```
! wB97M-V def2-TZVPD RIJCOSX def2/J DEFGRID3
* xyz 0 1
Al 7.73 13.29 6.22
I 5.48 20.35 6.79
C 6.15 18.46 6.20
C 7.22 18.38 5.30
C 7.69 17.13 4.93
I 9.24 16.87 3.61
C 7.14 15.95 5.46
O 7.68 14.76 5.29
C 6.10 16.10 6.40
C 5.40 14.89 6.89
N 6.36 14.05 7.58
C 7.06 14.68 8.66
C 8.41 14.25 8.77
C 9.21 14.34 9.94
C 10.50 13.90 9.93
C 11.00 13.28 8.81
C 10.23 13.23 7.68
N 8.93 13.58 7.74
C 5.64 17.35 6.78
H 7.70 19.30 4.95
H 4.63 15.06 7.59
H 5.03 14.32 6.07
H 6.11 13.13 7.95
H 7.10 15.73 8.38
H 6.59 14.59 9.61
H 8.68 14.83 10.79
H 11.06 13.74 10.88
H 11.98 12.81 8.79
H 10.62 12.71 6.84
H 4.79 17.46 7.51
O 8.94 10.36 3.99
C 8.38 11.21 4.67
O 8.90 12.23 5.35
C 6.83 11.15 4.88
O 6.18 10.27 4.40
O 6.38 12.16 5.63
C 6.79 8.09 7.25
N 7.94 8.26 8.15
C 7.72 7.70 9.46
N 6.50 8.10 10.10
C 5.40 7.82 9.09
N 5.54 8.53 7.83
C 5.44 9.94 8.00
P 6.88 10.68 9.09
C 8.24 9.72 8.31
C 6.55 9.49 10.51
H 6.70 7.00 7.14
H 7.03 8.48 6.31
H 8.49 7.97 10.17
H 7.69 6.66 9.26
H 4.48 8.06 9.59
H 5.42 6.72 8.86
H 4.51 10.27 8.46
H 5.36 10.49 7.01
H 9.16 9.81 8.98
H 8.54 10.03 7.38
H 5.64 9.86 11.02
H 7.36 9.63 11.23
*
```

Computed Löwdin charges, given in elementary charges:
1. Al -0.03
2. I 0.86
3. C -0.75
4. C -0.20
5. C -0.66
6. I 0.98
7. C -0.36
8. O -0.03
9. C -0.17
10. C -0.09
11. N -0.03
12. C -0.13
13. C -0.22
14. C 0.02
15. C -0.05
16. C -0.04
17. C -0.03
18. N 0.12
19. C -0.14
20. H 0.09
21. H 0.13
22. H 0.13
23. H 0.10
24. H 0.15
25. H 0.14
26. H 0.14
27. H 0.14
28. H 0.12
29. H 0.12
30. H 0.12
31. O 0.11
32. C -0.43
33. O 0.01
34. C -0.48
35. O 0.13
36. O -0.01
37. C -0.16
38. N -0.13
39. C -0.23
40. N -0.15
41. C -0.17
42. N -0.15
43. C -0.31
44. P 1.02
45. C -0.33
46. C -0.36
47. H 0.13
48. H 0.11
49. H 0.12
50. H 0.11
51. H 0.12
52. H 0.14
53. H 0.08
54. H 0.08
55. H 0.10
56. H 0.04
57. H 0.09
58. H 0.07



Molecular formula: C21H23BrCoN7OS
Method: DFT, wB97M-V/def2-TZVPD

## Properties
Expectation value of S²: 3.759
Energy above the lowest of the compared OMol25 structures with the same formula, charge and spin (eV): 0.000
Gap between HOMO and LUMO (spin up / spin down) (hartree): 0.2832 / 0.2840
HOMO level (spin up / spin down) (eV): -10.529 / -10.554

```
! wB97M-V def2-TZVPD RIJCOSX def2/J DEFGRID3
* xyz 1 4
Co -0.23 -0.38 0.53
C 3.68 0.68 -0.83
C 2.30 0.14 -0.66
N 1.78 -0.21 0.47
N 2.54 -0.11 1.59
C 1.84 -0.22 2.71
N 2.56 -0.19 3.85
S 0.10 -0.34 2.88
C 1.40 -0.05 -1.83
C 1.88 -0.01 -3.13
C 1.00 -0.20 -4.18
C -0.34 -0.42 -3.91
C -0.74 -0.45 -2.59
N 0.10 -0.27 -1.57
H 4.04 1.06 0.13
H 3.69 1.47 -1.57
H 4.37 -0.10 -1.15
H 3.56 -0.23 3.79
H 2.09 -0.32 4.73
H 2.94 0.15 -3.31
H 1.36 -0.18 -5.20
H -1.06 -0.57 -4.71
H -1.78 -0.63 -2.32
C -3.86 0.05 2.17
C -3.08 0.43 0.94
O -2.29 -0.37 0.41
N -3.27 1.65 0.45
C -2.52 2.17 -0.68
C -1.25 2.87 -0.23
C -1.02 4.20 -0.53
C 0.12 4.81 -0.03
C 0.97 4.07 0.77
C 0.67 2.74 1.01
N -0.41 2.13 0.50
H -3.95 -1.04 2.21
H -4.85 0.51 2.19
H -3.30 0.37 3.05
H -3.84 2.29 0.98
H -3.15 2.86 -1.23
H -2.27 1.34 -1.33
H -1.73 4.75 -1.13
H 0.33 5.85 -0.25
H 1.86 4.51 1.20
H 1.31 2.14 1.64
Br 1.61 -5.67 2.48
C 0.56 -4.74 1.23
C -0.16 -5.42 0.26
C -0.92 -4.67 -0.63
C -0.91 -3.29 -0.52
N -0.20 -2.64 0.41
C 0.52 -3.36 1.28
H -0.14 -6.50 0.21
H -1.51 -5.15 -1.39
H -1.49 -2.68 -1.19
H 1.07 -2.82 2.03
*
```

Computed Löwdin charges, given in elementary charges:
1. Co 0.49
2. C -0.02
3. C -0.26
4. N -0.07
5. N 0.00
6. C -0.86
7. N 0.09
8. S 0.65
9. C -0.19
10. C 0.01
11. C -0.03
12. C -0.03
13. C -0.13
14. N 0.06
15. H 0.07
16. H 0.09
17. H 0.10
18. H 0.11
19. H 0.09
20. H 0.12
21. H 0.12
22. H 0.11
23. H 0.11
24. C 0.03
25. C -0.49
26. O -0.07
27. N 0.11
28. C -0.09
29. C -0.25
30. C -0.01
31. C -0.04
32. C -0.03
33. C -0.11
34. N 0.10
35. H 0.10
36. H 0.09
37. H 0.10
38. H 0.16
39. H 0.13
40. H 0.10
41. H 0.12
42. H 0.12
43. H 0.11
44. H 0.09
45. Br 0.79
46. C -0.66
47. C -0.09
48. C -0.04
49. C -0.12
50. N 0.02
51. C -0.18
52. H 0.11
53. H 0.11
54. H 0.10
55. H 0.07